# 1
CH2Cl2S2 | ωB97M-V with the def2-TZVPD basis set

Computed properties:
- HOMO level: -9.7 eV
- Gap between HOMO and LUMO: 9.38 eV

The geometry in ORCA input format:
```
! wB97M-V def2-TZVPD RIJCOSX def2/J DEFGRID3
* xyz 0 1
C -0.14 -0.09 -0.01
S 1.96 0.32 -0.19
S -1.24 1.01 -0.80
Cl -0.48 -1.64 -0.68
Cl -0.45 -0.18 1.73
H 2.29 -0.98 0.39
H -0.84 2.23 -0.44
*
```

***

# 2
C4H9N4O3S | ωB97M-V with the def2-TZVPD basis set

Computed properties:
- Structure (SMILES): O=S(=O)(O)CCCn1nnc[nH+]1
- HOMO level: -14.9 eV
- Gap between HOMO and LUMO: 10.29 eV

The geometry in ORCA input format:
```
! wB97M-V def2-TZVPD RIJCOSX def2/J DEFGRID3
* xyz 1 1
O -0.62 2.77 1.57
S -0.82 1.37 1.46
O -1.65 0.82 0.41
O -1.35 0.74 2.80
C 0.73 0.56 1.40
C 0.64 -0.95 1.14
C 0.88 -1.44 -0.32
N 0.53 -0.52 -1.40
N 1.30 0.41 -1.87
N 0.65 1.05 -2.81
C -0.53 0.48 -2.93
N -0.62 -0.51 -2.06
H -2.29 0.52 2.68
H 1.19 0.73 2.38
H 1.34 1.11 0.69
H 1.42 -1.42 1.73
H -0.30 -1.35 1.51
H 1.93 -1.70 -0.47
H 0.30 -2.34 -0.51
H -1.33 0.76 -3.60
H -1.40 -1.11 -1.83
*
```

***

# 3
C8H6BrClO2 | ωB97M-V with the def2-TZVPD basis set

Computed properties:
- HOMO level (alpha / beta): -6.7 / -9.6 eV
- Gap between HOMO and LUMO (alpha / beta): 7.09 / 5.72 eV

The geometry in ORCA input format:
```
! wB97M-V def2-TZVPD RIJCOSX def2/J DEFGRID3
* xyz 0 3
C -0.56 -2.14 -1.42
C 0.11 -1.94 -0.20
C -0.91 -1.07 -2.23
C 0.53 -0.71 0.29
C -0.48 0.17 -1.76
C 0.18 0.45 -0.46
C 0.34 1.84 -0.21
C 0.83 2.14 1.22
O 0.19 2.79 -0.97
O 1.86 1.76 1.68
Cl 0.44 0.15 3.74
Br -0.23 3.40 2.15
H -0.61 -3.20 -1.72
H 0.40 -2.69 0.56
H -1.73 -1.07 -3.02
H 1.07 -0.70 1.26
H -0.64 1.07 -2.38
H -0.81 -0.23 3.48
*
```

***

# 4
C7H11FeN3OS5Sb | ωB97M-V with the def2-TZVPD basis set

Computed properties:
- HOMO level (alpha / beta): -7.1 / -7.1 eV
- Gap between HOMO and LUMO (alpha / beta): 5.98 / 5.36 eV

The geometry in ORCA input format:
```
! wB97M-V def2-TZVPD RIJCOSX def2/J DEFGRID3
* xyz 0 6
Fe -0.17 0.09 0.69
S 2.84 -2.07 3.01
Sb 1.86 -0.23 2.10
S 1.59 -0.64 -0.37
S -0.56 -0.20 2.83
S 2.78 1.80 2.59
C -1.96 5.32 0.79
N -1.08 4.24 0.39
C -1.12 2.99 0.86
N -2.07 2.67 1.76
O -0.28 2.15 0.45
H -1.59 6.25 0.36
H -1.96 5.44 1.88
H -2.98 5.16 0.45
H -0.36 4.42 -0.29
H -2.71 3.35 2.13
H -1.96 1.79 2.24
S -1.99 -0.47 -0.69
C -2.10 -2.15 -0.47
N -2.21 -2.93 -1.58
C -2.36 -4.27 -1.55
C -2.41 -4.93 -0.37
C -2.27 -4.18 0.82
C -2.12 -2.82 0.77
H -2.16 -2.44 -2.46
H -2.44 -4.76 -2.51
H -2.54 -6.00 -0.34
H -2.29 -4.69 1.78
H -2.00 -2.24 1.66
*
```

***

Quick rundown of molar mass, same order as above: 149.07 193.21 249.49 491.12 g/mol
Quick rundown of E, same order as above: -47783.3340 -27223.1351 -95048.7585 -109057.8586 eV
Quick rundown of maximum force, same order as above: 3.4 0.6 4.9 4.4 eV/Å